1.
ORCA calculation (wB97M-V/def2-TZVPD) on an isolated ion of composition C10H16NO3 and charge -1 at a distorted geometry.

CARTESIAN COORDINATES (ANGSTROEM)
O -0.5994 -0.5622 3.6004
O -1.9191 -0.1100 -1.3448
O -1.8481 1.1992 3.1093
C -0.7492 0.5975 3.1515
C -1.6088 0.2197 -0.2188
N -2.3566 -0.4224 0.7370
C 0.4233 1.3042 2.4635
C -0.5903 1.3065 0.0593
C 2.1249 0.2431 -1.4408
C 2.8239 1.2360 -0.4733
C 1.5148 -0.9418 -0.6452
C 1.8825 1.8678 0.5437
C 1.1064 -0.5287 0.8307
C 0.6527 0.9417 0.9734
H -2.3184 -0.0427 1.6930
H -3.1582 -0.9744 0.4458
H 1.3428 1.0569 2.9668
H 0.3377 2.3685 2.6012
H -1.1519 2.1179 0.4893
H -0.2702 1.6658 -0.9369
H 1.3779 0.7646 -2.0079
H 2.8613 -0.1762 -2.1315
H 3.6234 0.7096 0.0370
H 3.3246 1.9688 -1.0689
H 2.2201 -1.7469 -0.5979
H 0.6186 -1.2249 -1.1913
H 2.4687 2.1801 1.4368
H 1.4861 2.7839 0.0972
H 1.9359 -0.7054 1.4969
H 0.3200 -1.2209 1.1996

Summary:
SMILES	NC(=O)CC1(CC(=O)[O-])CCCCC1
orbital gap	0.288	hartree
energy above the lowest of the compared OMol25 structures with the same formula, charge and spin	0.00	kJ/mol
HOMO	-4.5	eV
LUMO level	3.34	eV
total charge	-1

2.
ORCA calculation (wB97M-V/def2-TZVPD) on a 2-piece molecular cluster, C10H16NP overall at a distorted geometry.

CARTESIAN COORDINATES (ANGSTROEM)
C -1.7575 1.1721 -2.2140
C -2.5398 0.1657 -1.6889
C -1.0293 1.9513 -1.3001
C -2.4916 -0.1465 -0.2926
C -1.0943 1.7680 0.0382
C -1.7464 0.6435 0.5999
C 3.7813 -0.0492 0.6094
C -0.2365 -2.5420 -0.1374
C -1.5090 0.1960 1.9058
C 2.3056 0.4908 0.7080
N 1.3392 -0.5897 0.3206
P 0.5488 -1.6999 1.2930
H -1.6289 1.6432 -3.2593
H -3.1324 -0.5655 -2.3316
H -0.5895 2.8865 -1.7918
H -2.9579 -1.0579 0.1067
H -0.7358 2.5473 0.6838
H 4.4673 0.5869 1.2613
H 3.9486 -1.0246 1.1596
H 4.0501 -0.2503 -0.4059
H -0.8523 -1.7791 -0.5630
H -0.9277 -3.4227 0.0626
H 0.5078 -2.8394 -0.8381
H -2.1299 -0.4606 2.2859
H -1.0267 0.9048 2.6256
H 1.9551 0.8616 1.7140
H 2.0920 1.2649 0.0814
H 1.3898 -0.6555 -0.6329

Summary:
orbital gap (spin up / spin down)	0.256 / 0.232	hartree
energy above the lowest of the compared OMol25 structures with the same formula, charge and spin	225.82	kJ/mol
HOMO (spin up / spin down)	-6.7 / -6.4	eV
LUMO level (spin up / spin down)	0.22 / -0.13	eV
total charge	0

3.
ORCA calculation (wB97M-V/def2-TZVPD) on a 2-piece molecular cluster, C10H16O overall at a distorted geometry.

CARTESIAN COORDINATES (ANGSTROEM)
C 0.6623 0.4220 3.4311
C -0.2597 1.5787 3.0870
H 0.7576 0.3048 4.5129
H 0.3972 -0.4969 2.9224
H 1.7170 0.5476 3.1515
H -1.0540 1.7409 3.8182
H -0.7734 1.4021 2.1444
H 0.2400 2.5433 2.9828
C -1.2295 -2.0003 -1.1483
C -2.6552 -1.6075 -1.4526
C -0.1704 -0.9429 -1.3301
C -0.4018 0.2832 -1.9254
C 1.1052 -1.1754 -0.8004
C 0.5716 1.2718 -1.9731
C 2.0955 -0.2241 -0.8745
C 1.8438 0.9937 -1.4957
O 2.8501 1.9133 -1.4986
H -1.1567 -2.2956 -0.1058
H -1.0328 -2.8504 -1.7996
H -2.9063 -1.4593 -2.5107
H -1.4173 0.5733 -2.1113
H 1.1926 -2.1129 -0.2576
H 0.3740 2.2417 -2.4124
H 3.0701 -0.3166 -0.4052
H 2.5569 2.7609 -1.8343
H -3.0050 -0.7282 -0.9047
H -3.3715 -2.3673 -1.2101

Summary:
SMILES	CCc1ccc(O)cc1.CC
orbital gap	0.338	hartree
energy above the lowest of the compared OMol25 structures with the same formula, charge and spin	101.80	kJ/mol
HOMO	-8.4	eV
LUMO level	0.83	eV
total charge	0

4.
ORCA calculation (wB97M-V/def2-TZVPD) on a 2-piece molecular cluster, C10H16O overall at a distorted geometry.

CARTESIAN COORDINATES (ANGSTROEM)
C -0.6709 1.8900 2.8984
C 0.3408 0.9908 3.7402
H -0.6081 1.6542 1.8262
H -1.7744 1.7121 3.0997
H -0.5524 2.8877 3.0066
H 0.0007 0.2121 4.4907
H 0.8507 0.2577 3.1141
H 1.2627 1.5743 4.0801
C 2.3831 -0.0598 -1.1522
C 2.6161 0.4825 -2.6035
C 0.9344 -0.2745 -1.0428
C 0.2654 0.7808 -0.3638
C 0.2895 -1.4508 -1.4467
C -1.0209 0.4674 -0.0184
C -0.9956 -1.7902 -1.0650
C -1.5478 -0.8678 -0.2694
O -2.9954 -0.9747 0.0694
H 3.0093 -0.9547 -0.9078
H 2.7454 0.7307 -0.4497
H 2.3082 -0.3006 -3.3503
H 0.7416 1.7680 -0.3002
H 1.0950 -2.3686 -1.5698
H -1.6933 1.2199 0.2973
H -1.4104 -2.7466 -1.3544
H -3.0288 -0.7923 1.0054
H 3.6099 0.6350 -2.7085
H 1.8424 1.2985 -2.8955

Summary:
SMILES	CCc1ccc(O)cc1.CC
orbital gap	0.349	hartree
energy above the lowest of the compared OMol25 structures with the same formula, charge and spin	338.01	kJ/mol
HOMO	-8.6	eV
LUMO level	0.89	eV
total charge	0

5.
ORCA calculation (wB97M-V/def2-TZVPD) on a 2-piece molecular cluster, C10H16O overall at a distorted geometry.

CARTESIAN COORDINATES (ANGSTROEM)
C 0.2316 -0.2193 3.1727
C -0.5688 1.3491 1.4212
C 0.3333 0.3341 1.7650
C -0.5170 1.9492 0.1801
C 0.4039 1.4763 -0.7675
C 1.4089 0.1206 0.9254
C 1.4153 0.6427 -0.3841
O 0.3841 1.9569 -2.0410
H -1.2425 1.8052 2.1379
H -1.1817 2.7545 -0.1062
H 0.1883 0.6518 3.8194
H 1.1181 -0.7817 3.4676
H 2.0075 -0.7708 1.0895
H -0.4014 2.4235 -2.3365
H 2.1836 0.1932 -0.9918
H -0.6102 -0.8979 3.3046
C -1.2926 -1.8547 -1.3936
C -1.1718 -2.7677 -0.1836
C 0.0538 -1.5536 -2.0574
H -1.6727 -0.8817 -1.0696
H -2.0377 -2.2470 -2.0878
H -2.1524 -2.9704 0.2497
H -0.7136 -3.7267 -0.4407
H 0.3093 -2.3468 -2.7674
H -0.5330 -2.3303 0.5866
H 0.8413 -1.5410 -1.3129
H 0.0656 -0.6065 -2.5922

Summary:
SMILES	Cc1ccc(O)cc1.CCC
orbital gap	0.339	hartree
energy above the lowest of the compared OMol25 structures with the same formula, charge and spin	118.36	kJ/mol
HOMO	-8.4	eV
LUMO level	0.82	eV
total charge	0

6.
ORCA calculation (wB97M-V/def2-TZVPD) on a 2-piece molecular cluster, C10H16O overall at a distorted geometry.

CARTESIAN COORDINATES (ANGSTROEM)
C 0.1689 0.8734 -1.1243
C 0.4467 2.3864 -1.2629
C 0.2951 0.3460 0.2947
C 1.6266 0.2160 0.7981
C -0.7902 -0.1574 0.9294
C 1.7228 -0.3129 2.0605
C -0.6447 -0.8161 2.2140
C 0.6185 -0.9284 2.6903
O 0.8818 -1.6005 3.8641
H -0.8806 0.7307 -1.4502
H 0.9367 0.2768 -1.6327
H 0.2617 2.9595 -0.3355
H 2.4741 0.6097 0.2469
H -1.8209 -0.1418 0.5969
H 2.6443 -0.1628 2.6147
H -1.5575 -1.2073 2.6290
H 1.8073 -1.6058 4.1348
H -0.2794 2.7968 -1.9714
H 1.4859 2.5999 -1.4689
C -2.4086 0.2281 -3.7342
C -1.2873 -0.6043 -4.4570
H -3.0872 -0.4608 -3.2406
H -1.8228 0.7468 -2.9353
H -2.7764 0.9149 -4.4949
H -1.0161 -1.4735 -3.8469
H -1.7339 -1.2093 -5.2536
H -0.4936 0.0459 -4.7643

Summary:
SMILES	CCc1ccc(O)cc1.CC
orbital gap	0.341	hartree
energy above the lowest of the compared OMol25 structures with the same formula, charge and spin	184.00	kJ/mol
HOMO	-8.4	eV
LUMO level	0.90	eV
total charge	0

7.
ORCA calculation (wB97M-V/def2-TZVPD) on a 2-piece molecular cluster, C10H16O overall at a distorted geometry.

CARTESIAN COORDINATES (ANGSTROEM)
C -1.9824 1.9102 0.2940
C -2.0691 3.4283 0.3031
C -2.7074 1.1845 1.4109
H -0.9845 1.4978 0.4536
H -2.4376 1.5958 -0.6280
H -2.8917 3.8155 1.0017
H -1.1703 4.0323 0.4431
H -2.6101 0.0930 1.2906
H -3.7754 1.2501 1.3314
H -2.4007 3.8991 -0.6523
H -2.5227 1.5065 2.4429
C 3.1781 -2.1761 1.3043
C 0.3743 -1.0487 -1.7540
C 1.0000 -0.0969 -0.9593
C 0.7894 -2.3455 -1.7754
C 1.9614 -0.4998 -0.0814
C 1.7460 -2.7842 -0.7910
C 2.2869 -1.8421 0.1458
O -0.6751 -0.7180 -2.6021
H 0.7282 0.9855 -1.0003
H -1.3635 -0.3100 -2.0651
H 0.4802 -3.0980 -2.4973
H 2.5552 0.2819 0.3837
H 2.2232 -3.6893 -0.7135
H 2.8632 -3.0702 1.8102
H 3.2928 -1.4231 2.1205
H 4.1118 -2.3787 0.7840

Summary:
SMILES	Cc1ccc(O)cc1.CCC
orbital gap	0.345	hartree
energy above the lowest of the compared OMol25 structures with the same formula, charge and spin	195.80	kJ/mol
HOMO	-8.5	eV
LUMO level	0.86	eV
total charge	0

8.
ORCA calculation (wB97M-V/def2-TZVPD) on a 2-piece molecular cluster, C10H16O overall at a distorted geometry.

CARTESIAN COORDINATES (ANGSTROEM)
C 3.2517 -2.1918 2.0835
C 2.6607 -3.2039 1.1038
H 2.4975 -2.2120 3.0132
H 4.1771 -2.4091 2.3523
H 3.1318 -1.1149 1.8796
H 2.3341 -4.1228 1.4673
H 3.3935 -3.2332 0.3669
H 1.6901 -2.6827 0.7021
C -0.4543 -1.5758 0.0768
C -0.9118 -2.6684 -0.9267
C -0.6290 -0.1229 -0.2403
C 0.5070 0.7388 -0.4948
C -1.8832 0.4585 -0.0469
C 0.3703 2.0814 -0.8129
C -1.9819 1.8100 0.0255
C -0.9278 2.5971 -0.5584
O -1.2859 3.8661 -0.8104
H -1.0409 -1.7152 0.9302
H 0.5649 -1.6095 0.2449
H -0.3824 -2.4433 -1.7943
H 1.5129 0.2815 -0.4183
H -2.7833 -0.2182 -0.0296
H 1.2358 2.7085 -1.2219
H -2.8090 2.2968 0.5369
H -0.4565 4.4083 -1.0374
H -2.0485 -2.6465 -1.0989
H -0.7403 -3.7539 -0.6679

Summary:
SMILES	CCc1ccc(O)cc1.CC
orbital gap	0.322	hartree
energy above the lowest of the compared OMol25 structures with the same formula, charge and spin	303.40	kJ/mol
HOMO	-8.0	eV
LUMO level	0.80	eV
total charge	0

9.
ORCA calculation (wB97M-V/def2-TZVPD) on a 2-piece molecular cluster, C10H16O overall at a distorted geometry.

CARTESIAN COORDINATES (ANGSTROEM)
C 2.0065 -0.6924 1.7711
C 3.0054 -1.7381 1.2255
C 2.3066 -0.4431 3.2631
H 1.0158 -1.1271 1.6990
H 2.0797 0.2437 1.2209
H 2.7211 -2.7398 1.5487
H 3.0102 -1.7395 0.1366
H 1.9509 -1.2942 3.8458
H 1.8374 0.4730 3.6189
H 3.9877 -1.4886 1.6253
H 3.3861 -0.3827 3.4110
C -1.3606 2.4020 1.1367
C -0.9378 0.0458 0.3464
C -1.2089 1.3731 0.0477
C -0.7913 -0.9058 -0.6561
C -1.3802 1.7227 -1.2886
C -0.9943 -0.5425 -1.9767
C -1.2897 0.7784 -2.2976
O -0.8919 -1.5161 -2.9283
H -0.8889 -0.2911 1.3724
H -0.5768 -1.9366 -0.4080
H -0.9611 3.3632 0.8128
H -0.8360 2.0976 2.0433
H -1.5896 2.7579 -1.5320
H -1.4490 1.0662 -3.3308
H -0.9963 -1.1434 -3.8068
H -2.4031 2.5485 1.4277

Summary:
SMILES	Cc1ccc(O)cc1.CCC
orbital gap	0.340	hartree
energy above the lowest of the compared OMol25 structures with the same formula, charge and spin	75.75	kJ/mol
HOMO	-8.4	eV
LUMO level	0.87	eV
total charge	0

10.
ORCA calculation (wB97M-V/def2-TZVPD) on a 2-piece molecular cluster, C10H16O overall at a distorted geometry.

CARTESIAN COORDINATES (ANGSTROEM)
C -3.3509 -1.3144 -0.8064
C -2.1932 -0.3809 -1.0597
H -4.2813 -0.7657 -0.5815
H -3.6460 -1.8642 -1.7103
H -3.1243 -1.9639 0.0568
H -2.1609 0.3422 -0.2250
H -2.1943 0.1157 -2.0452
H -1.2798 -0.9692 -1.0667
C 1.2980 -1.5417 0.1654
C 2.2168 -1.9446 -1.0297
C 1.3138 -0.0183 0.5140
C 0.9336 0.8861 -0.4547
C 1.2671 0.3268 1.8312
C 0.4606 2.1436 -0.1074
C 1.0480 1.6582 2.1566
C 0.5678 2.5710 1.2378
O 0.1623 3.7742 1.7152
H 0.2689 -1.7854 -0.1413
H 1.6703 -2.2204 0.9375
H 2.6804 -2.9058 -0.8200
H 1.0074 0.4423 -1.4750
H 1.4041 -0.4192 2.6055
H 0.2252 2.7813 -0.9372
H 1.0658 2.0053 3.1997
H -0.2395 4.2936 1.0179
H 3.0850 -1.2719 -0.9589
H 1.7950 -1.9746 -2.0185

Summary:
SMILES	CCc1ccc(O)cc1.CC
orbital gap	0.339	hartree
energy above the lowest of the compared OMol25 structures with the same formula, charge and spin	150.05	kJ/mol
HOMO	-8.4	eV
LUMO level	0.82	eV
total charge	0

11.
ORCA calculation (wB97M-V/def2-TZVPD) on a 2-piece molecular cluster, C10H16O overall at a distorted geometry.

CARTESIAN COORDINATES (ANGSTROEM)
C 4.2535 -1.0117 0.8009
C 3.9264 0.1550 -0.1426
C 4.3546 -2.4351 0.2062
H 4.9437 -0.7176 1.5752
H 3.4710 -0.8922 1.6287
H 4.8225 0.2712 -0.7875
H 3.7407 1.0262 0.4387
H 3.6418 -2.6354 -0.4680
H 5.2364 -2.5253 -0.4452
H 3.0843 -0.1092 -0.8690
H 4.2639 -3.1080 1.1251
C -1.5671 -1.1089 -2.4269
C -1.9343 1.9464 -0.1542
C -1.7147 1.1548 -1.2970
C -1.9706 1.2683 1.0026
C -1.5614 -0.1920 -1.2742
C -1.9922 -0.0851 1.0861
C -1.7990 -0.8809 0.0343
O -2.3124 1.8354 2.1369
H -2.1972 3.0911 -0.1631
H -1.8441 1.7007 -2.3302
H -2.0676 2.8000 2.3220
H -2.3382 -0.6195 1.9836
H -2.4014 -1.6139 -2.5053
H -0.7135 -1.8343 -2.2607
H -1.8342 -1.9686 -0.0139
H -1.2801 -0.4130 -3.3363

Summary:
SMILES	Cc1ccc(O)cc1.CCC
orbital gap	0.330	hartree
energy above the lowest of the compared OMol25 structures with the same formula, charge and spin	329.26	kJ/mol
HOMO	-8.2	eV
LUMO level	0.77	eV
total charge	0

12.
ORCA calculation (wB97M-V/def2-TZVPD) on a 2-piece molecular cluster, C10H16O overall at a distorted geometry.

CARTESIAN COORDINATES (ANGSTROEM)
C 0.4238 2.9282 1.2388
C 0.3090 -0.8791 1.4284
C -0.0117 0.4832 1.6308
C 1.5235 -1.1603 0.8560
C 0.8151 1.4634 1.1305
C 2.3409 -0.2007 0.2880
C 2.0119 1.1442 0.4865
O 1.9379 -2.4860 0.7165
H -0.3705 -1.6262 1.7943
H -0.9661 0.6719 2.0954
H 1.2297 -3.0436 1.1000
H 3.2492 -0.4812 -0.2317
H -0.0578 3.2064 0.2973
H 1.2337 3.6275 1.3960
H 2.5225 1.8534 -0.1486
H -0.2893 3.1240 2.0419
C -1.3953 -1.4141 -1.3217
C -2.6200 -0.5282 -1.0933
C -0.2654 -0.6193 -1.9604
H -1.1072 -1.8897 -0.3983
H -1.6933 -2.2637 -1.9409
H -3.5719 -0.9777 -1.3455
H -0.5900 -0.3692 -2.9762
H -0.1011 0.3352 -1.4451
H -2.5711 0.4023 -1.6586
H -2.7080 -0.2181 -0.0554
H 0.7212 -1.0825 -1.9249

Summary:
SMILES	Cc1ccc(O)cc1.CCC
orbital gap	0.346	hartree
energy above the lowest of the compared OMol25 structures with the same formula, charge and spin	101.65	kJ/mol
HOMO	-8.5	eV
LUMO level	0.90	eV
total charge	0